Formula: C11H18N4O3
Source: OMol25
Level of theory: ωB97M-V/def2-TZVPD

Each line ends with the Löwdin charge.
Positions of all 36 atoms, in Å:
H1 -3.27601 -0.33700 -1.84332  0.092
C1 2.39570 1.14009 3.06194  -0.238
H2 -1.24943 -2.44873 -1.13460  0.052
C2 1.43157 -0.61231 2.20354  -0.249
O1 -0.90705 1.88952 0.59599  0.140
C3 0.62226 -0.70974 -1.00749  -0.513
H3 0.22829 -3.06234 -1.16734  0.076
H4 -1.87633 -1.39657 -2.43964  0.061
H5 -0.47842 2.32004 -1.78322  0.170
H6 2.88093 2.11184 3.17979  0.120
O2 1.41305 -1.35040 -1.65257  0.079
C4 -2.45921 -0.46474 -2.62114  -0.056
H7 -2.98841 -0.68707 -3.56527  0.083
H8 0.23580 -2.35099 1.95970  0.125
O3 -2.95048 1.25179 -0.20416  0.086
C5 0.93085 -1.72666 1.32658  -0.073
H9 -1.30507 2.18334 1.40732  0.137
H10 0.26712 1.26023 -3.92864  0.104
H11 -0.95973 0.15132 -4.71493  0.082
N1 2.14476 0.54614 1.90867  0.093
C6 1.25624 -0.63856 3.65602  -0.037
H12 1.84610 0.70121 5.10487  0.147
H13 0.81850 -1.30258 4.39489  0.105
H14 -2.14629 1.56875 -3.16873  0.142
H15 1.69326 -2.36507 0.90392  0.111
C7 -0.09113 -1.44840 0.10884  -0.275
N2 0.50266 0.64624 -1.04545  0.133
C8 -0.83341 1.29437 -1.49522  -0.153
H16 1.30743 1.04930 -1.55086  0.152
N3 1.88344 0.51378 4.11546  0.023
C9 -0.46500 0.42887 -3.79664  -0.075
C10 -1.51856 0.75609 -2.77753  -0.364
H17 0.02656 -0.44875 -3.50003  0.046
C11 -1.73401 1.47210 -0.30348  -0.505
N4 -0.48216 -2.74807 -0.49378  0.037
H18 -1.02141 -0.92740 0.40512  0.141

Results
**Molecular weight**: 254.3 g/mol
**Orbital gap**: 9.017 eV
**E_HOMO**: -8.5 eV
**E**: -23801.167 eV


Formula: C41H59Cl2GeN2O6Ti
Source: OMol25
Level of theory: ωB97M-V/def2-TZVPD

Each line ends with the Löwdin charge.
Positions of all 112 atoms, in Å:
C1 3.71734 0.33116 -0.27586  -0.267
H1 3.02567 3.76953 0.61354  0.067
H2 -2.22610 1.31031 4.90540  0.106
C2 0.31479 3.02915 3.52356  -0.050
C3 -2.99399 1.30622 -0.20806  -0.278
C4 5.37748 2.06993 -0.64066  -0.090
H3 -4.72222 1.65050 1.01868  0.103
H4 -1.64159 -1.14902 5.52113  0.077
O1 -1.55671 0.11103 -2.43504  -0.443
C5 -1.52814 3.85753 -4.75495  -0.284
H5 -0.62699 4.47648 -4.73915  0.103
C6 1.38252 -1.82234 -4.00089  -0.053
C7 6.26069 1.37721 0.19593  -0.688
C8 0.61594 -3.38870 -0.76940  -0.177
H6 -6.33250 4.60042 -0.53471  0.061
C9 -1.25309 3.46198 -2.27530  -0.283
C10 2.13760 2.33251 1.95330  -0.357
H7 1.58066 -4.63585 -3.77164  0.106
C11 -1.37565 1.51731 4.27200  -0.049
C12 1.03879 -1.40749 2.22090  -0.118
C13 -1.34382 -1.66762 4.61021  -0.054
C14 -5.78324 3.98096 0.17125  -0.123
H8 -2.38005 4.51770 -4.56888  0.103
H9 -1.80427 -5.19717 2.65100  0.072
C15 -1.22565 -4.27848 0.77795  -0.369
C16 4.68569 -0.43141 0.48226  -0.114
H10 -2.05496 4.17956 -2.09234  0.045
H11 5.67627 3.00511 -1.08319  0.102
Ti1 0.78938 -0.28224 -0.19146  0.748
H12 -5.28625 4.62973 0.88861  0.068
C17 0.23478 0.78950 2.62914  -0.146
H13 3.61991 -3.38261 -3.41736  0.075
H14 -5.26177 2.47130 -1.26794  0.110
H15 -0.07790 -5.31107 2.30313  0.068
H16 -3.42775 0.84593 -1.09277  0.062
C18 4.42024 -1.75321 0.90779  -0.189
C19 -0.31196 -5.57786 -1.16025  -0.046
Cl1 -0.94013 -1.01306 -1.73455  0.880
H17 -1.01237 3.14535 0.51218  0.015
H18 -0.92843 -6.40881 -0.84850  0.105
O2 0.27113 1.31807 -0.76734  -0.514
C20 -1.68530 3.21224 -6.12707  -0.125
C21 0.39187 -5.67732 -2.34586  -0.077
H19 4.22840 2.59010 2.44105  0.068
H20 3.32282 1.68642 3.65590  0.082
H21 1.62370 -2.56022 -4.76403  0.073
H22 -3.46028 2.88475 1.15668  0.093
H23 -3.36116 -3.94478 0.97603  0.073
C22 -4.75613 3.10937 -0.54087  -0.278
H24 -3.37512 0.20348 2.56667  0.060
Ge1 -1.22426 2.17575 -0.71169  0.836
H25 -0.86260 2.52864 -6.32371  0.068
H26 1.84424 -1.37661 -1.95328  0.082
C23 1.94720 -2.23786 -2.63418  -0.373
C24 -1.63877 -0.79820 3.38108  -0.364
N1 0.85164 -2.31047 0.05557  -0.056
H27 3.13229 3.44056 3.53607  0.074
C25 4.11822 1.53551 -0.85520  -0.004
C26 -1.44063 2.81855 -3.63814  -0.316
H28 -3.62514 -1.50622 2.91459  0.078
H29 -2.74675 0.49777 0.48004  0.032
H30 -1.89728 -2.60275 4.54538  0.074
C27 -0.24610 -4.44193 -0.37032  -0.128
H31 -4.04354 3.73058 -1.08342  0.089
O3 -1.15821 -0.83112 -0.25739  -0.507
H32 -2.94683 -5.27568 -0.10830  0.073
N2 0.73537 -0.18414 1.77550  -0.043
H33 2.36881 1.45245 1.34501  0.096
H34 -3.58881 -0.33767 4.23563  0.072
C28 -3.15384 -0.59209 3.27087  -0.056
C29 2.04321 3.54276 1.02057  -0.056
H35 -0.31546 4.02411 -2.26904  0.062
C30 1.08862 -2.48865 1.35096  -0.158
H36 1.23257 -1.55033 3.28382  0.125
C31 5.94255 0.16615 0.74055  -0.070
H37 3.39394 2.05829 -1.46959  0.129
H38 0.77455 4.00498 3.57584  0.106
H39 1.31726 -3.48007 1.73953  0.134
H40 0.29870 -1.71813 -3.96801  0.061
H41 -0.28721 -1.90850 4.68946  0.060
H42 -1.18822 3.53117 4.96557  0.095
C32 -0.89510 0.52022 3.43785  -0.123
H43 -2.34225 2.20695 -3.62584  0.101
O4 3.45456 -2.45688 0.55088  0.001
H44 3.98517 -1.67897 -3.09421  0.080
C33 1.19510 -3.42065 -2.05971  -0.137
C34 3.27673 2.52536 2.96397  -0.045
C35 3.44238 -2.55204 -2.73623  -0.043
C36 -0.79000 2.76744 4.31308  -0.080
H45 -6.49524 3.35841 0.71145  0.066
H46 -2.70957 -3.60447 -0.63345  0.059
H47 3.81744 -2.81528 -1.75061  0.066
H48 1.81261 -0.86702 -4.30197  0.083
C37 1.09303 -4.57977 -2.80982  -0.041
H49 -0.60651 2.14071 -3.82587  0.103
H50 1.67794 4.42626 1.53949  0.073
H51 1.36910 3.31570 0.19727  0.042
C38 -3.99358 2.24141 0.45158  -0.311
C39 -1.07051 -5.34955 1.86021  -0.063
C40 0.84773 2.05967 2.69001  -0.140
H52 -1.22451 -6.34450 1.44699  0.068
C41 -2.65453 -4.27953 0.21722  -0.051
O5 -1.69339 -2.20692 -2.11166  -0.373
H53 0.36433 -6.58980 -2.92639  0.095
H54 -1.69926 3.96749 -6.91125  0.059
H55 -1.32527 -1.32839 2.47549  0.109
H56 -1.06646 -3.29782 1.23754  0.105
H57 5.18458 -2.19743 1.58376  0.126
O6 2.46846 -0.06127 -0.39353  -0.195
H58 -2.61530 2.65014 -6.17624  0.068
Cl2 7.82535 2.07445 0.52195  0.620
H59 6.65927 -0.37235 1.34805  0.110

Results
**Molecular weight**: 867.3 g/mol
**Orbital gap (spin up / spin down)**: 5.102 / 7.329 eV
**E_HOMO (spin up / spin down)**: -2.9 / -5.5 eV
**Multiplicity**: 3
**Charge**: -1
**E**: -163414.285 eV


Formula: C18H20BrFeN4O4
Source: OMol25
Level of theory: ωB97M-V/def2-TZVPD

Each line ends with the Löwdin charge.
Positions of all 48 atoms, in Å:
O1 1.57588 -0.41403 -5.75822  0.043
C1 4.06636 0.59231 4.28411  -0.029
C2 -1.95703 0.18956 -0.73703  -0.389
C3 3.43920 0.16891 1.93996  -0.086
C4 -5.47818 0.50251 0.61167  -0.088
H1 0.63249 -2.47950 -4.57843  0.148
H2 0.93523 -2.37973 -2.14603  0.128
C5 -4.24570 -0.00089 0.23968  -0.049
N1 0.19782 0.15854 0.28539  -0.065
Br1 2.97203 0.49712 -0.79394  0.911
H3 -6.73786 2.24074 0.59968  0.109
O2 -2.74412 2.96573 -1.29434  0.068
C6 2.17370 -1.21046 5.21482  -0.066
H4 -5.07211 3.67024 -0.54254  0.122
H5 1.72506 -1.58281 3.15706  0.113
N2 -1.11993 0.19304 0.47672  0.035
C7 1.48227 -1.55638 -6.62668  -0.010
C8 -4.85271 2.63800 -0.30995  -0.001
H6 4.45695 0.32914 1.60685  0.112
H7 1.83199 -1.20713 -7.59229  0.109
H8 0.44511 -1.88288 -6.71568  0.106
H9 -4.00582 -1.03950 0.43990  0.114
H10 -2.01220 2.42312 -1.64182  0.069
H11 -1.50467 0.48110 1.36589  0.159
H12 4.81285 1.28727 3.92212  0.119
O3 -1.26260 0.82712 -1.75177  -0.281
C9 -5.77382 1.83222 0.32929  -0.072
H13 1.45421 -1.93238 5.57536  0.109
C10 -3.60814 2.12925 -0.67666  -0.264
N3 0.77558 -1.66602 -4.00260  0.054
C11 2.96366 -0.50720 6.11194  -0.067
H14 0.68227 0.34506 2.29040  0.138
Fe1 0.55512 0.44803 -1.88970  0.696
C12 1.22643 -0.48836 -4.49761  -0.533
C13 2.31530 -1.00078 3.85274  -0.051
H15 -6.20277 -0.12973 1.10413  0.102
H16 2.13145 -2.35831 -6.27279  0.105
C14 1.02130 0.23972 1.26299  -0.162
H17 -2.12848 -0.86561 -1.01406  0.131
H18 -0.59588 -1.89604 -2.56701  0.120
H19 2.85161 -0.67155 7.17431  0.110
H20 4.53771 0.93088 6.34156  0.111
C15 3.25279 -0.08447 3.37534  -0.228
C16 3.91308 0.39064 5.64428  -0.063
N4 0.39482 -1.68442 -2.65150  0.052
C17 2.45518 0.24512 1.03960  -0.572
C18 -3.29527 0.79805 -0.39338  -0.122
O4 1.31984 0.51476 -3.79173  0.006

Results
**Molecular weight**: 492.1 g/mol
**Orbital gap (spin up / spin down)**: 7.482 / 7.458 eV
**E_HOMO (spin up / spin down)**: -10.5 / -10.5 eV
**Multiplicity**: 5
**Charge**: +1
**E**: -137564.354 eV


Formula: CH5NO
Source: OMol25
Level of theory: ωB97M-V/def2-TZVPD

Each line ends with the Löwdin charge.
Positions of all 8 atoms, in Å:
H1 -0.54464 0.04619 1.39738  0.128
N1 -0.91063 -0.45978 -0.63281  -0.001
O1 1.17637 0.14578 0.37938  -0.072
H2 -0.32897 1.38440 0.10473  0.103
H3 -0.55942 -1.21028 -1.19730  0.063
H4 1.58075 0.19789 -0.48833  0.078
C1 -0.22405 0.32940 0.35433  -0.362
H5 -1.90717 -0.53838 -0.50986  0.062

Results
**Molecular weight**: 47.1 g/mol
**Orbital gap**: 10.048 eV
**E_HOMO**: -8.9 eV
**E**: -4654.866 eV


Question: Look up the E of the third one.
Answer: -137564.354 eV


What did the third record say?
Formula: C18H20BrFeN4O4
Source: OMol25
Level of theory: ωB97M-V/def2-TZVPD

Each line ends with the Löwdin charge.
Positions of all 48 atoms, in Å:
O1 1.57588 -0.41403 -5.75822  0.043
C1 4.06636 0.59231 4.28411  -0.029
C2 -1.95703 0.18956 -0.73703  -0.389
C3 3.43920 0.16891 1.93996  -0.086
C4 -5.47818 0.50251 0.61167  -0.088
H1 0.63249 -2.47950 -4.57843  0.148
H2 0.93523 -2.37973 -2.14603  0.128
C5 -4.24570 -0.00089 0.23968  -0.049
N1 0.19782 0.15854 0.28539  -0.065
Br1 2.97203 0.49712 -0.79394  0.911
H3 -6.73786 2.24074 0.59968  0.109
O2 -2.74412 2.96573 -1.29434  0.068
C6 2.17370 -1.21046 5.21482  -0.066
H4 -5.07211 3.67024 -0.54254  0.122
H5 1.72506 -1.58281 3.15706  0.113
N2 -1.11993 0.19304 0.47672  0.035
C7 1.48227 -1.55638 -6.62668  -0.010
C8 -4.85271 2.63800 -0.30995  -0.001
H6 4.45695 0.32914 1.60685  0.112
H7 1.83199 -1.20713 -7.59229  0.109
H8 0.44511 -1.88288 -6.71568  0.106
H9 -4.00582 -1.03950 0.43990  0.114
H10 -2.01220 2.42312 -1.64182  0.069
H11 -1.50467 0.48110 1.36589  0.159
H12 4.81285 1.28727 3.92212  0.119
O3 -1.26260 0.82712 -1.75177  -0.281
C9 -5.77382 1.83222 0.32929  -0.072
H13 1.45421 -1.93238 5.57536  0.109
C10 -3.60814 2.12925 -0.67666  -0.264
N3 0.77558 -1.66602 -4.00260  0.054
C11 2.96366 -0.50720 6.11194  -0.067
H14 0.68227 0.34506 2.29040  0.138
Fe1 0.55512 0.44803 -1.88970  0.696
C12 1.22643 -0.48836 -4.49761  -0.533
C13 2.31530 -1.00078 3.85274  -0.051
H15 -6.20277 -0.12973 1.10413  0.102
H16 2.13145 -2.35831 -6.27279  0.105
C14 1.02130 0.23972 1.26299  -0.162
H17 -2.12848 -0.86561 -1.01406  0.131
H18 -0.59588 -1.89604 -2.56701  0.120
H19 2.85161 -0.67155 7.17431  0.110
H20 4.53771 0.93088 6.34156  0.111
C15 3.25279 -0.08447 3.37534  -0.228
C16 3.91308 0.39064 5.64428  -0.063
N4 0.39482 -1.68442 -2.65150  0.052
C17 2.45518 0.24512 1.03960  -0.572
C18 -3.29527 0.79805 -0.39338  -0.122
O4 1.31984 0.51476 -3.79173  0.006

Results
**Molecular weight**: 492.1 g/mol
**Orbital gap (spin up / spin down)**: 7.482 / 7.458 eV
**E_HOMO (spin up / spin down)**: -10.5 / -10.5 eV
**Multiplicity**: 5
**Charge**: +1
**E**: -137564.354 eV